(1)
An isolated molecule of C24H32N2O3. Source: the OMol25 dataset; level of theory: ωB97M-V/def2-TZVPD.

Computed properties:
Gap between HOMO and LUMO ... 0.3340 Ha
HOMO level ... -8.34 eV
Maximum force ... 0.009 Eh/bohr
E ... -1268.9834 a.u.
LUMO ... 0.746 eV

Geometry as XYZ:
```
61
Properties=species:S:1:pos:R:3:forces:R:3:lowdin_charge:R:1
C -7.212422 0.045719 -0.775637 -0.2 0.1 0.1 -0.092
O -6.076364 -0.494663 -1.404412 0.3 -0.1 -0.1 -0.085
C -4.846793 -0.056927 -1.014671 0.2 0.0 0.0 -0.277
C -3.758649 -0.611014 -1.689731 -0.2 0.0 0.0 0.005
C -2.473507 -0.233326 -1.368824 -0.1 0.1 0.1 -0.027
C -2.222692 0.701639 -0.366484 0.1 0.0 0.0 -0.185
C -0.789499 1.025000 -0.007226 -0.1 0.3 0.0 -0.253
C -0.558584 2.498443 0.368681 -0.1 -0.1 -0.2 -0.110
N 0.855760 2.710949 0.549964 0.0 -0.2 0.3 0.091
C 1.586933 3.503657 -0.250366 0.3 -0.1 0.4 -0.505
O 1.123974 4.304892 -1.036326 0.0 0.2 -0.3 0.061
C 3.100338 3.346614 -0.050636 0.0 0.3 -0.3 -0.097
O 3.490792 2.072079 0.403778 0.0 -0.3 0.1 -0.050
C 3.312321 1.003143 -0.437640 0.1 -0.2 -0.1 -0.259
C 2.668886 1.052865 -1.665393 0.1 0.3 0.2 -0.016
C 2.535946 -0.110463 -2.405961 0.1 -0.2 0.1 -0.041
C 3.029620 -1.325786 -1.960310 -0.1 0.1 -0.1 -0.257
C 2.858961 -2.565175 -2.785172 0.0 0.0 0.1 -0.046
C 3.688476 -1.371854 -0.726332 0.0 0.2 0.0 -0.244
C 4.253417 -2.659987 -0.211777 0.0 0.1 0.0 -0.042
C 3.818642 -0.212242 0.016122 0.0 0.2 0.0 0.024
N -0.231445 0.174666 1.049326 0.1 0.0 -0.1 -0.116
C 0.133575 -1.153626 0.591541 0.4 -0.1 0.0 -0.180
C 0.996108 -1.843425 1.644823 -0.3 -0.1 -0.1 -0.179
C 0.241273 -1.940025 2.965013 0.2 0.2 0.0 -0.203
C -0.212040 -0.544251 3.374763 -0.3 -0.1 -0.1 -0.178
C -1.037615 0.082383 2.253793 0.1 0.1 0.3 -0.188
C -3.311180 1.247942 0.297202 0.2 -0.1 -0.1 -0.033
C -4.609547 0.881835 -0.018370 -0.4 -0.1 0.0 -0.012
H -8.067551 -0.434776 -1.248438 0.0 0.1 0.1 0.092
H -7.222391 -0.174586 0.296984 0.0 0.0 0.0 0.095
H -7.278259 1.128325 -0.925021 0.0 0.0 0.0 0.095
H -3.950803 -1.334228 -2.466465 0.0 -0.1 -0.1 0.118
H -1.644773 -0.667085 -1.909917 0.1 0.0 -0.1 0.115
H -0.170017 0.833863 -0.893163 -0.1 0.1 0.1 0.139
H -0.897226 3.154407 -0.435888 0.0 0.0 0.1 0.135
H -1.080237 2.767790 1.290031 -0.1 0.0 -0.1 0.112
H 1.319821 1.999617 1.100081 0.1 0.0 -0.1 0.136
H 3.423282 4.043622 0.728667 -0.1 -0.1 -0.1 0.141
H 3.605047 3.615863 -0.986615 -0.1 -0.1 0.1 0.139
H 2.266726 1.974418 -2.055270 0.0 0.1 -0.1 0.112
H 2.029096 -0.062388 -3.359582 0.0 0.0 -0.1 0.114
H 3.826855 -3.001568 -3.029425 0.0 -0.1 -0.1 0.082
H 2.286397 -3.315027 -2.239187 0.0 -0.1 0.0 0.081
H 2.337839 -2.340893 -3.712379 0.0 0.0 -0.1 0.076
H 5.021757 -3.035082 -0.887270 0.1 -0.1 0.0 0.085
H 3.476704 -3.420222 -0.141677 0.0 -0.1 0.0 0.076
H 4.694702 -2.522183 0.771464 0.0 0.0 0.1 0.079
H 4.326245 -0.225258 0.968898 0.1 0.0 0.1 0.126
H 0.705344 -1.057443 -0.334817 -0.1 0.0 0.0 0.109
H -0.759704 -1.771207 0.388180 0.0 0.0 0.0 0.128
H 1.907368 -1.260774 1.784598 0.1 0.0 0.0 0.103
H 1.275210 -2.836183 1.288907 0.1 -0.1 0.0 0.108
H 0.877213 -2.377409 3.736851 0.0 -0.1 0.0 0.108
H -0.632522 -2.584719 2.841022 0.0 -0.1 0.0 0.113
H 0.662698 0.080656 3.563341 0.0 0.1 0.1 0.114
H -0.809451 -0.585565 4.287271 0.0 0.0 0.0 0.110
H -1.349486 1.083724 2.553252 -0.1 0.0 0.0 0.114
H -1.946263 -0.523601 2.088875 0.0 0.1 0.0 0.131
H -3.163992 1.981164 1.074893 0.0 0.1 0.1 0.109
H -5.424304 1.337660 0.522050 -0.1 0.0 0.0 0.103
```
Positions in Å, forces in eV/Å.

(2)
A structure of composition C24H32N4O2Ti in a non-equilibrium geometry. Source: the OMol25 dataset; level of theory: ωB97M-V/def2-TZVPD.

Computed properties:
Gap between HOMO and LUMO ... 0.2710 Ha
HOMO level ... -7.26 eV
Maximum force ... 0.036 Eh/bohr
E ... -2152.7059 a.u.
LUMO ... 0.117 eV

Geometry as XYZ:
```
63
Properties=species:S:1:pos:R:3:forces:R:3:lowdin_charge:R:1
Ti -0.102865 0.076882 -0.241883 -0.2 0.9 -1.6 0.872
C 2.089805 2.479377 -0.306668 0.1 0.0 0.0 -0.173
C 3.010280 1.298732 -0.613521 0.0 0.1 0.0 -0.185
N 2.314079 0.065406 -0.267277 -0.1 -0.3 0.2 -0.099
C 2.886033 -1.130100 -0.862173 0.1 0.0 0.0 -0.127
C 2.017671 -2.307332 -0.525293 -0.3 0.1 0.0 -0.237
C 2.525944 -3.585404 -0.401197 -0.2 -0.2 0.0 -0.016
C 1.651152 -4.627433 -0.113422 -0.1 0.2 0.0 -0.033
C 0.297648 -4.352255 0.028915 0.3 -0.1 0.0 -0.005
C -0.136451 -3.044070 -0.102940 0.1 0.3 -0.1 -0.231
C -1.585985 -2.661722 0.045723 0.0 -0.1 0.0 -0.133
N -1.776275 -1.287565 -0.360356 -0.1 -0.3 0.4 -0.200
C -1.353355 -0.876955 -1.688637 0.2 0.0 0.3 -0.202
C 0.371226 1.422708 -1.797558 0.0 -0.1 0.2 -0.207
N 0.714880 2.079204 -0.548620 -0.1 0.2 0.2 -0.199
N 0.710535 -2.040197 -0.367526 0.2 -0.4 0.2 0.096
H 2.380741 3.337076 -0.928735 0.0 0.0 0.1 0.122
H 2.182375 2.771013 0.742889 0.0 0.0 0.0 0.122
H 3.953677 1.393774 -0.061045 0.0 0.0 -0.1 0.128
H 3.258910 1.265105 -1.676498 -0.1 0.0 0.0 0.112
H 2.313836 -0.041677 0.746048 0.0 0.0 0.0 0.093
H 3.919724 -1.324993 -0.543606 -0.1 0.0 0.0 0.133
H 2.892652 -0.998419 -1.951479 0.0 0.0 0.1 0.140
H 3.586379 -3.754713 -0.520501 0.0 0.0 0.0 0.118
H 2.020321 -5.637246 -0.000477 0.0 0.0 0.0 0.112
H -0.417445 -5.133277 0.245620 0.0 0.0 0.0 0.120
H -1.867930 -2.764532 1.099209 0.0 0.0 -0.1 0.142
H -2.198749 -3.362056 -0.541211 0.0 0.0 0.0 0.134
H -2.650633 -0.887806 -0.048593 0.1 0.0 0.0 0.112
H -2.101717 -0.279218 -2.198489 0.1 0.0 0.0 0.060
H -1.000696 -1.719808 -2.282285 0.0 0.1 -0.1 0.061
H -0.426042 1.920792 -2.341744 0.0 -0.1 0.0 0.063
H 1.240285 1.237348 -2.425414 0.0 0.0 0.0 0.054
H 0.033538 2.770239 -0.261622 0.1 0.0 0.0 0.104
C -3.972876 3.614740 1.677231 0.0 0.0 0.0 -0.058
C -3.991690 2.914635 0.312962 0.0 0.0 0.0 -0.640
C -4.019311 3.967355 -0.803081 0.0 0.0 0.0 -0.062
C -5.241901 2.030806 0.211435 0.0 0.0 0.0 -0.063
C -2.789511 2.077164 0.171905 -0.3 0.1 0.1 -0.112
C -1.811728 1.363400 0.087838 0.3 -0.2 -0.2 -0.053
H -4.871186 4.222035 1.802215 0.0 0.0 0.0 0.080
H -3.100540 4.262302 1.763469 0.0 0.0 0.0 0.083
H -3.928694 2.883184 2.483121 0.0 0.0 0.0 0.087
H -4.906550 4.595562 -0.708318 0.0 0.0 0.0 0.079
H -4.035631 3.489303 -1.782998 0.0 0.0 0.0 0.082
H -3.137173 4.606201 -0.750600 0.0 0.0 0.0 0.081
H -6.143212 2.635014 0.331024 0.0 0.0 0.0 0.080
H -5.233750 1.265658 0.987712 0.0 0.0 0.0 0.082
H -5.284350 1.535586 -0.759317 0.0 0.0 0.0 0.081
O 0.050167 0.694574 3.775999 0.1 -0.1 0.0 0.076
C 0.702517 0.146973 2.908110 0.2 0.4 0.1 -0.582
O 0.327934 -0.091090 1.698954 -0.1 -0.4 0.3 -0.150
C 2.143173 -0.267745 3.179874 -0.2 0.0 0.0 -0.141
C 2.614086 -1.510492 2.767348 0.0 0.1 0.0 -0.047
C 3.935313 -1.868500 2.984577 0.0 -0.1 0.0 -0.085
C 4.803308 -0.977493 3.598712 0.1 0.0 0.0 -0.095
C 4.338597 0.260949 4.015810 0.0 0.0 0.0 -0.081
C 3.011121 0.609245 3.820910 -0.1 0.0 0.0 -0.022
H 1.932106 -2.198460 2.286414 -0.1 -0.1 0.0 0.110
H 4.287526 -2.845588 2.679107 0.0 0.0 0.0 0.100
H 5.837164 -1.251658 3.762253 0.0 0.0 0.0 0.099
H 5.011659 0.953541 4.503563 0.0 0.0 0.0 0.102
H 2.629102 1.560130 4.166785 0.0 0.0 0.0 0.120
```
Positions in Å, forces in eV/Å.

(3)
An isolated molecule of C24H32N4O6. Source: the OMol25 dataset; level of theory: ωB97M-V/def2-TZVPD.

Computed properties:
Gap between HOMO and LUMO ... 0.3560 Ha
HOMO level ... -9.13 eV
Maximum force ... 0.019 Eh/bohr
E ... -1604.3272 a.u.
LUMO ... 0.552 eV

Geometry as XYZ:
```
66
Properties=species:S:1:pos:R:3:forces:R:3:lowdin_charge:R:1
C -6.624971 -0.833142 -1.506752 0.2 0.1 0.2 -0.076
C -5.267803 -0.183268 -1.242279 0.0 -0.2 -0.2 -0.422
C -4.948901 0.836543 -2.332985 0.0 0.0 0.3 -0.064
C -4.195548 -1.275705 -1.146070 0.0 0.3 0.2 -0.121
C -2.794641 -0.741763 -0.849823 0.1 0.2 0.1 -0.194
N -1.880032 -1.842972 -0.642873 -0.2 0.0 -0.1 0.136
C -0.716885 -1.665321 -0.004955 -0.1 -0.1 -0.3 -0.384
O -0.334502 -0.557149 0.368600 0.0 0.1 0.0 0.059
C 0.049005 -2.904792 0.175137 0.8 -0.5 0.4 -0.126
N -0.430621 -4.081138 -0.330394 -0.3 0.0 -0.2 0.113
C 0.454335 -4.992173 -0.037466 0.0 -0.1 0.0 -0.157
N 1.498250 -4.472469 0.637647 0.1 0.2 0.1 0.137
C 1.269173 -3.136249 0.793769 -0.4 0.1 -0.3 -0.074
C 2.286528 -2.338140 1.512774 -0.1 0.3 0.2 -0.430
O 3.333360 -2.865445 1.864801 0.2 -0.2 0.0 0.054
N 1.938756 -1.068566 1.765320 -0.1 0.1 0.1 0.094
C 2.862896 -0.143200 2.356419 0.2 -0.1 0.0 -0.047
C 3.495749 0.798432 1.338916 -0.1 0.1 0.5 -0.470
O 4.098028 1.796821 1.628519 0.0 0.0 0.0 0.129
O 3.291748 0.365715 0.096594 -0.1 -0.2 -0.3 0.001
C 3.905896 1.114414 -0.948676 0.1 0.4 -0.2 -0.108
C 5.384769 0.840173 -1.052690 -0.1 0.0 0.1 -0.199
C 6.243330 1.821446 -1.528813 -0.1 -0.1 0.0 -0.039
C 7.599074 1.569020 -1.635355 0.1 0.0 -0.1 -0.084
C 8.108628 0.337690 -1.259033 0.1 0.0 0.0 -0.093
C 7.256560 -0.641556 -0.778892 0.0 -0.1 0.0 -0.076
C 5.898759 -0.394292 -0.679698 -0.1 0.0 0.0 -0.025
C -2.816260 0.104832 0.436798 -0.2 -0.5 -0.3 -0.491
O -3.048254 -0.368057 1.518148 -0.1 0.1 0.1 0.129
O -2.614355 1.374635 0.143524 0.0 0.5 -0.2 0.033
C -2.530200 2.387112 1.182738 0.0 0.4 0.5 -0.556
C -2.207409 3.671542 0.419559 -0.1 -0.4 0.1 -0.018
C -1.403833 2.039721 2.153213 -0.2 -0.2 -0.2 -0.016
C -3.872696 2.507938 1.901978 0.2 -0.2 -0.2 -0.015
H -6.617155 -1.351448 -2.463407 0.0 -0.1 -0.1 0.081
H -6.866384 -1.551815 -0.727304 -0.1 -0.1 0.1 0.078
H -7.409134 -0.080508 -1.532077 -0.1 0.0 0.0 0.077
H -5.316196 0.337188 -0.280010 0.0 0.0 0.0 0.132
H -5.779635 1.528979 -2.449669 -0.1 0.1 -0.1 0.079
H -4.062730 1.412260 -2.080879 0.1 0.1 -0.1 0.065
H -4.785708 0.337018 -3.285804 0.0 -0.1 -0.2 0.086
H -4.467298 -1.960913 -0.339540 0.0 -0.1 0.0 0.130
H -4.165900 -1.837913 -2.082929 0.0 -0.1 0.0 0.130
H -2.426767 -0.108519 -1.665698 -0.1 -0.1 0.1 0.158
H -2.144245 -2.788445 -0.880942 0.0 0.0 0.0 0.134
H 0.368754 -6.028064 -0.298163 0.1 -0.2 0.0 0.123
H 2.329440 -4.923204 0.992670 0.0 0.0 0.0 0.165
H 1.092336 -0.699743 1.315119 0.1 -0.2 0.0 0.100
H 2.372723 0.455407 3.129112 0.1 0.0 -0.1 0.139
H 3.674279 -0.720101 2.817105 -0.1 0.2 0.0 0.140
H 3.734071 2.182889 -0.778219 0.0 -0.2 -0.1 0.132
H 3.387793 0.800330 -1.860164 0.0 0.1 0.2 0.141
H 5.847939 2.786130 -1.811905 0.0 0.1 0.0 0.114
H 8.260567 2.338502 -2.005175 0.1 0.1 0.0 0.101
H 9.168312 0.144102 -1.335735 0.1 0.0 0.0 0.100
H 7.648173 -1.602295 -0.479217 0.0 -0.1 0.0 0.103
H 5.235070 -1.158481 -0.301579 0.0 -0.1 0.1 0.115
H -1.264425 3.559577 -0.108393 0.1 0.0 -0.1 0.089
H -2.988759 3.882512 -0.306282 -0.1 0.1 -0.1 0.085
H -2.131002 4.505934 1.110227 0.0 0.1 0.1 0.089
H -1.223968 2.875639 2.823510 0.0 0.1 0.0 0.091
H -0.496662 1.821770 1.594871 0.1 0.0 0.0 0.082
H -1.664822 1.162211 2.737815 0.0 0.0 0.1 0.085
H -3.823430 3.310097 2.632955 0.0 0.1 0.1 0.090
H -4.662992 2.730596 1.187544 -0.1 0.1 -0.1 0.088
H -4.110177 1.579648 2.414437 0.0 0.0 0.1 0.081
```
Positions in Å, forces in eV/Å.